(1)
Here is a molecular structure, C6H11N at a distorted geometry from OMol25. Energies are from wB97M-V/def2-TZVPD.

Values from the calculation:
Kohn-Sham gap = 0.1735 Eh
energy relative to the best compared isomer or geometry (same formula, charge and spin) = 9.772 eV
calculated total energy = -7880.759 eV
total charge = 0
HOMO energy = -6.53 eV
lowest unoccupied orbital energy = -1.812 eV

Geometry (Å):
C 1.4848 -1.6412 -0.1036
N 0.0868 0.5679 1.6092
C 0.4156 0.4865 0.1711
C 1.6902 -0.1574 -0.1132
C -2.1062 -0.0007 -0.2985
C -0.7672 0.3697 -0.8352
C -0.3433 1.7208 -0.4295
H 2.1362 -2.4464 -0.4322
H 1.6962 -1.1216 0.8934
H 0.4488 -1.9262 -0.0269
H 0.8454 0.3679 2.1034
H -0.1622 1.5543 1.8083
H 2.3705 0.1940 -0.8772
H -3.1085 0.7081 -0.5755
H -2.0457 -0.1270 0.8432
H -2.3657 -1.0395 -0.7296
H -0.3809 0.0726 -1.8815
H 0.1050 2.4183 -1.1257

(2)
Here is a molecular structure, C21H31NNiO3 from OMol25. Energies are from wB97M-V/def2-TZVPD.

Values from the calculation:
Kohn-Sham gap (alpha / beta) = 0.2904 / 0.2904 Eh
energy relative to the best compared isomer or geometry (same formula, charge and spin) = 0.000 eV
calculated total energy = -70952.833 eV
total charge = 0
HOMO energy (alpha / beta) = -7.33 / -7.33 eV
lowest unoccupied orbital energy (alpha / beta) = 0.568 / 0.568 eV

Geometry (Å):
Ni 0.3211 -0.4080 0.0602
C 1.9862 -0.5537 2.8088
O 1.8382 0.2963 1.6733
C 1.7509 1.6718 2.0361
C 0.3042 2.0659 2.2376
O -0.3548 1.7297 1.0389
C -1.4084 2.5772 0.6337
C -1.7753 2.2509 -0.7966
O -0.7411 2.5301 -1.7160
C -0.5585 3.9020 -1.9729
H 1.1210 -0.4849 3.4728
H 2.9028 -0.2892 3.3451
H 2.0465 -1.5740 2.4417
H 2.1674 2.2470 1.2078
H 2.3519 1.8576 2.9324
H 0.2154 3.1369 2.4538
H -0.1422 1.5050 3.0671
H -1.1097 3.6288 0.7376
H -2.2897 2.4171 1.2717
H -2.6761 2.8236 -1.0625
H -1.9942 1.1870 -0.8948
H -1.5022 4.3812 -2.2601
H 0.1426 3.9838 -2.8024
H -0.1412 4.4371 -1.1123
C 2.5782 1.1787 -1.3213
N 1.7837 -0.0439 -1.3962
C 2.6511 -1.2143 -1.2513
C 1.0523 -0.0934 -2.6731
C -0.0802 -1.0678 -2.5766
C -0.5948 -1.6797 -3.7106
C -1.7339 -2.4616 -3.6192
C -2.3467 -2.6166 -2.3873
C -1.8030 -2.0345 -1.2486
C -0.6367 -1.2561 -1.2968
H 3.1515 1.1806 -0.3964
H 1.9081 2.0364 -1.3346
H 3.2754 1.2526 -2.1681
H 3.4379 -1.2116 -2.0205
H 2.0558 -2.1194 -1.3517
H 3.1172 -1.2016 -0.2667
H 1.7356 -0.3089 -3.5101
H 0.6418 0.9053 -2.8259
H -0.1141 -1.5322 -4.6718
H -2.1410 -2.9412 -4.5001
H -3.2480 -3.2122 -2.3042
H -2.2969 -2.2030 -0.3009
C -1.8443 -2.8612 3.4430
C -2.2189 -1.5469 3.2149
C -1.6174 -0.8146 2.1968
C -0.6287 -1.3554 1.3622
C -0.2907 -2.6948 1.6118
C -0.8724 -3.4320 2.6334
H -2.3111 -3.4388 4.2312
H -2.9873 -1.0903 3.8283
H -1.9402 0.2088 2.0424
H 0.4411 -3.1865 0.9781
H -0.5782 -4.4632 2.7892

(3)
Here is 2 unconnected molecules or ions with the total composition C9H15N2O at a distorted geometry from OMol25. Energies are from wB97M-V/def2-TZVPD.

Values from the calculation:
Kohn-Sham gap = 0.3095 Eh
energy relative to the best compared isomer or geometry (same formula, charge and spin) = 3.044 eV
calculated total energy = -14594.920 eV
total charge = +1
HOMO energy = -12.68 eV
lowest unoccupied orbital energy = -4.257 eV

Geometry (Å):
C -3.1726 0.1432 0.2998
C -2.3140 1.1666 0.4126
C -2.6593 -1.0412 -0.2049
C -0.9984 1.0722 -0.0142
C -1.2813 -1.1911 -0.4995
C -0.3833 -0.1293 -0.3813
C 1.0678 1.2232 -2.6152
C 1.5767 -1.1473 0.2802
C 0.9646 -0.3685 -0.7080
N 0.7351 0.6643 2.4190
N 2.9481 -1.5257 0.2206
O 1.6241 0.1720 -1.7239
H -4.1644 0.3187 0.4823
H -2.6066 2.1330 0.7945
H -3.3331 -1.8507 -0.1464
H -0.3750 1.9653 0.0200
H -0.9641 -2.1763 -0.5425
H -0.0348 0.8902 -2.8475
H 1.6676 1.3196 -3.5043
H 0.9911 2.0364 -1.8796
H 0.8082 -1.8979 0.6162
H 1.5082 -0.4287 1.1464
H 0.0265 1.2058 1.9221
H 1.4045 1.2065 3.0740
H 3.3949 -1.5963 -0.6589
H 0.3535 0.0571 3.1448
H 3.2160 -2.2212 0.8936